1.
Density functional theory data (the ωB97M-V functional and the def2-TZVPD basis) for a structure of composition C4H7NO2.

The value obtained for the LUMO energy is 0.0323 hartree. The HOMO energy comes out at -0.3555 Ha. The frontier orbital gap is 0.388 Eh.

ORCA input file:
```
! wB97M-V def2-TZVPD RIJCOSX def2/J DEFGRID3
* xyz 0 1
O 1.802 1.759 -0.813
N 1.711 0.376 -0.775
C 0.650 0.008 -0.199
C 0.048 -1.379 -0.119
C -1.278 -0.604 -0.183
C -0.628 0.666 0.374
O -0.658 0.876 1.761
H 2.707 1.898 -1.117
H 0.302 -1.844 0.840
H 0.198 -2.103 -0.925
H -2.195 -1.012 0.263
H -1.255 -0.289 -1.242
H -1.000 1.590 -0.073
H -0.404 0.059 2.208
*
```

These are the Mulliken partial charges, in e, on atoms 1 to 4: O -0.367; N -0.562; C 0.381; C -0.494

=====

2.
Density functional theory data (the ωB97M-V functional and the def2-TZVPD basis) for the molecule C4H7NO2.

The value obtained for the LUMO energy (alpha / beta) is 0.0352 / -0.1052 hartree. As for the expectation value of S²: 2.008. The HOMO energy (alpha / beta) comes out at -0.2120 / -0.3598 Ha. The frontier orbital gap (alpha / beta) is 0.247 / 0.255 Eh.

ORCA input file:
```
! wB97M-V def2-TZVPD RIJCOSX def2/J DEFGRID3
* xyz 0 3
C -0.594 -0.579 0.055
C 1.728 0.757 -0.342
C -2.134 -0.375 -0.257
C 0.083 0.663 0.577
N 2.230 -0.499 -0.719
O -0.048 -1.630 0.127
O 2.745 0.316 0.404
H 1.688 1.622 -0.980
H -2.661 -0.921 -0.991
H -2.596 -0.508 0.643
H -2.156 0.636 -0.430
H -0.462 1.569 0.536
H 0.533 0.298 1.609
H 1.644 -1.350 -0.234
*
```

These are the Mulliken partial charges, in e, on atoms 1 to 4: C 0.538; C 0.210; C -1.191; C -0.786

=====

3.
Density functional theory data (the ωB97M-V functional and the def2-TZVPD basis) for a structure of composition C4H7NO2S.

The value obtained for the LUMO energy is -0.0058 hartree. The HOMO energy comes out at -0.3449 Ha. The frontier orbital gap is 0.339 Eh.

ORCA input file:
```
! wB97M-V def2-TZVPD RIJCOSX def2/J DEFGRID3
* xyz 0 1
C -0.514 0.975 0.038
C -0.782 2.190 -0.365
C -1.160 -0.290 0.322
C -0.181 -1.538 0.264
N 0.986 -1.283 -0.562
O 2.633 0.638 -0.966
O 2.232 -0.284 1.307
S 1.724 0.093 -0.005
H 0.059 2.852 -0.545
H -1.756 2.683 -0.264
H -1.652 -0.259 1.313
H -2.170 -0.276 -0.238
H 0.257 -1.709 1.292
H -0.468 -2.570 -0.079
H 0.793 -1.223 -1.513
*
```

These are the Mulliken partial charges, in e, on atoms 1 to 4: C 0.153; C -0.657; C -0.456; C -0.601

=====

4.
Density functional theory data (the ωB97M-V functional and the def2-TZVPD basis) for the molecule C4H7NO2S2.

The value obtained for the LUMO energy (alpha / beta) is -0.0058 / -0.1084 hartree. As for the expectation value of S²: 2.020. The HOMO energy (alpha / beta) comes out at -0.2031 / -0.2960 Ha. The frontier orbital gap (alpha / beta) is 0.197 / 0.188 Eh.

ORCA input file:
```
! wB97M-V def2-TZVPD RIJCOSX def2/J DEFGRID3
* xyz 0 3
C 0.712 -0.352 0.782
C 1.370 -0.385 -0.633
C -1.111 0.989 -0.033
C -0.262 1.309 -1.230
N -0.714 -0.307 0.480
O -2.294 3.205 1.314
O 0.976 0.838 -1.305
S -0.830 2.104 -2.540
S -0.987 2.213 1.601
H 0.858 -1.338 1.271
H 1.048 0.402 1.486
H 2.447 -0.322 -0.670
H 0.884 -1.259 -1.092
H -2.244 1.149 -0.410
H -1.208 -0.714 1.246
H -2.187 4.076 0.963
*
```

These are the Mulliken partial charges, in e, on atoms 1 to 4: C -0.650; C -0.401; C -0.103; C 0.141

=====

5.
Density functional theory data (the ωB97M-V functional and the def2-TZVPD basis) for a cluster of 2 separate species, C4H7NO3 in total.

The value obtained for the LUMO energy is 0.0262 hartree. Its SMILES is CC(O)(O)C=O.C#N. The HOMO energy comes out at -0.3427 Ha. The frontier orbital gap is 0.369 Eh.

ORCA input file:
```
! wB97M-V def2-TZVPD RIJCOSX def2/J DEFGRID3
* xyz 0 1
C 0.106 -0.006 1.572
C -0.748 -0.286 0.342
O -1.735 -1.233 0.595
O -1.344 0.842 -0.186
C 0.151 -1.021 -0.811
O 1.200 -1.570 -0.613
H -0.498 0.509 2.318
H 0.949 0.618 1.299
H 0.471 -0.945 1.983
H -2.578 -0.767 0.686
H -0.658 1.455 -0.566
H -0.483 -1.236 -1.691
C 1.688 1.121 -1.665
N 0.871 1.882 -1.383
H 2.608 0.638 -1.880
*
```

These are the Mulliken partial charges, in e, on atoms 1 to 4: C -1.214; C 0.948; O -0.539; O -0.598

=====

6.
Density functional theory data (the ωB97M-V functional and the def2-TZVPD basis) for the molecule C4H7NO3.

The value obtained for the LUMO energy is 0.0286 hartree. Its SMILES is ON=C1OCCCO1. The HOMO energy comes out at -0.3327 Ha. The frontier orbital gap is 0.361 Eh.

ORCA input file:
```
! wB97M-V def2-TZVPD RIJCOSX def2/J DEFGRID3
* xyz 0 1
O -2.639 0.520 -0.158
N -1.840 -0.840 -0.064
C -0.619 -0.454 -0.004
O 0.319 -1.205 0.453
C 1.763 -1.088 -0.087
C 1.976 0.516 -0.474
C 1.102 1.359 0.486
O -0.220 0.865 -0.160
H -3.611 0.324 0.110
H 1.992 -1.648 -1.013
H 2.625 -1.452 0.628
H 3.081 0.768 -0.580
H 1.498 0.677 -1.403
H 1.172 2.450 0.409
H 1.113 1.334 1.703
*
```

These are the Mulliken partial charges, in e, on atoms 1 to 4: O -0.435; N -0.491; C 0.881; O -0.374

=====

7.
Density functional theory data (the ωB97M-V functional and the def2-TZVPD basis) for the ion C4H7NO3 with charge +1.

The value obtained for the LUMO energy (alpha / beta) is -0.1832 / -0.3411 hartree. As for the expectation value of S²: 0.758. The HOMO energy (alpha / beta) comes out at -0.5848 / -0.5798 Ha. The frontier orbital gap (alpha / beta) is 0.402 / 0.239 Eh.

ORCA input file:
```
! wB97M-V def2-TZVPD RIJCOSX def2/J DEFGRID3
* xyz 1 2
O 1.874 -0.822 1.777
C 1.313 -0.100 1.064
C 0.648 -0.569 -0.252
C -0.351 -1.677 0.098
N 0.063 0.588 -0.885
C -0.734 1.381 -0.104
O -1.492 2.238 -0.801
O -0.722 1.291 1.103
H 1.150 0.981 1.321
H 1.393 -0.953 -0.927
H -1.070 -1.774 -0.707
H 0.093 -2.657 0.250
H -0.928 -1.426 0.990
H -0.252 0.478 -1.842
H -0.986 3.020 -1.085
*
```

These are the Mulliken partial charges, in e, on atoms 1 to 4: O -0.090; C 0.088; C 0.291; C -1.344

=====

8.
Density functional theory data (the ωB97M-V functional and the def2-TZVPD basis) for the molecule C4H7NO3P2.

The value obtained for the LUMO energy is 0.0149 hartree. Its SMILES is Oc1cc(N(P)P)c(O)o1. The HOMO energy comes out at -0.2687 Ha. The frontier orbital gap is 0.284 Eh.

ORCA input file:
```
! wB97M-V def2-TZVPD RIJCOSX def2/J DEFGRID3
* xyz 0 1
O 4.023 -1.004 -0.435
C 2.819 -0.401 -0.231
C 1.651 -1.065 -0.230
C 0.650 -0.056 0.086
N -0.762 -0.221 0.045
P -1.297 -1.853 0.125
P -1.648 1.228 -0.575
C 1.325 1.109 0.203
O 0.827 2.359 0.293
O 2.654 0.919 0.012
H 4.675 -0.234 -0.526
H 1.701 -2.096 -0.383
H -2.593 -1.455 0.338
H -1.595 -2.234 -1.383
H -2.802 1.459 0.310
H -2.504 0.537 -1.629
H 1.597 3.108 0.183
*
```

These are the Mulliken partial charges, in e, on atoms 1 to 4: O -0.504; C 0.004; C -0.197; C 0.686

=====

We obtain energy relative to the best compared isomer or geometry (same formula, charge and spin) values of 3.8523, 3.8217, 4.5699, 1.9108, 2.7644, 6.1369, 0.5810, 1.1060 eV for the records listed above, in that order.